No. 1
Below is a structure of composition C25H24GaN8O3, with properties calculated with ωB97M-V/def2-TZVPD.

Geometry as XYZ:
```
61
Properties=species:S:1:pos:R:3
Ga 0.24992 -0.02981 -0.36951
O -0.25515 -0.75135 -2.01614
C -1.48594 -0.98195 -2.45066
C -1.62420 -1.70233 -3.64786
C -2.86329 -1.98540 -4.17660
C -4.03016 -1.56438 -3.53098
C -3.91810 -0.85815 -2.35920
C -2.66584 -0.55270 -1.79252
C -2.67594 0.14294 -0.52579
N -1.61462 0.43268 0.13165
N -1.72616 0.98152 1.39447
C -0.56234 0.94379 1.99817
O 0.52532 0.46434 1.46130
C -0.46328 1.49620 3.36610
C 0.75511 1.44456 4.03723
C 0.86290 1.95553 5.32098
C -0.24415 2.52094 5.93747
C -1.46139 2.57443 5.26928
C -1.57399 2.06373 3.98802
H -0.71702 -2.02079 -4.14542
H -2.93114 -2.53936 -5.10418
H -5.00191 -1.78563 -3.94897
H -4.81038 -0.52024 -1.84366
H -3.63452 0.38898 -0.07043
H 1.60893 0.99865 3.54642
H 1.80988 1.91214 5.84249
H -0.16068 2.92001 6.93993
H -2.32403 3.01495 5.75138
H -2.51645 2.09659 3.45946
N 2.36734 -2.64679 -0.16914
C 2.98528 -1.52826 -0.53309
N 4.29485 -1.57532 -0.74308
C 4.87069 -0.43556 -1.10909
N 6.18300 -0.43333 -1.33011
N 4.21866 0.74110 -1.29751
C 2.93789 0.69204 -1.06721
N 2.24517 -0.39234 -0.67383
C 2.15410 1.94405 -1.25395
C 2.74151 3.13281 -1.63778
C 1.93038 4.24934 -1.77736
C 0.57215 4.13979 -1.52965
C 0.06012 2.91037 -1.15176
N 0.84293 1.84183 -1.02301
H 2.93486 -3.46194 -0.01636
H 1.38669 -2.63182 0.08186
H 6.70783 -1.28142 -1.20964
H 6.63841 0.41591 -1.61246
H 3.80572 3.16433 -1.81524
H 2.35729 5.19738 -2.07515
H -0.08808 4.98968 -1.62429
H -0.99167 2.76658 -0.94128
C -2.56869 -2.78632 1.10557
C -1.32670 -2.88442 0.28537
C -1.22711 -3.96777 -0.74610
O -0.38285 -2.12297 0.48276
H -2.73970 -3.74112 1.60952
H -3.42023 -2.63083 0.43849
H -2.49724 -1.98395 1.83555
H -2.20327 -4.32297 -1.06798
H -0.68867 -4.80835 -0.29747
H -0.65197 -3.60966 -1.59905
```

Values from the calculation:
* total charge: +1
* lowest unoccupied orbital energy: -0.12232 Ha
* relative energy (zero: lowest compared OMol25 entry of this formula, charge and spin): 0.000 eV
* DFT total energy: -96754.1040 eV
* Kohn-Sham gap: 7.2 eV
* HOMO: -10.482 eV

Here are the natural (NBO) charges for atoms 1 to 4, given in e: 1.89, -0.88, 0.45, -0.29

***

No. 2
Below is the molecule C25H24N4O4S2 in a non-equilibrium geometry, with properties calculated with ωB97M-V/def2-TZVPD.

Geometry as XYZ:
```
59
Properties=species:S:1:pos:R:3
O 3.78803 1.00264 1.20545
C 3.66307 0.15746 0.34582
N 4.63096 -0.15860 -0.54354
H 4.45628 -0.86755 -1.23769
C 5.94122 0.44606 -0.51561
H 5.88662 1.28298 0.18387
H 6.19069 0.82851 -1.51031
C 7.01592 -0.55041 -0.05550
C 8.35857 0.12168 -0.01853
C 9.22718 0.03431 -1.09798
C 10.44929 0.68322 -1.07330
C 10.81493 1.43158 0.03197
C 9.95305 1.52786 1.11152
C 8.73236 0.87821 1.08504
H 8.06143 0.95473 1.92841
H 10.23345 2.11062 1.97660
H 11.76881 1.93746 0.05249
H 11.11731 0.60397 -1.91856
H 8.94774 -0.55060 -1.96328
H 6.74989 -0.91500 0.93858
H 7.03934 -1.39951 -0.74300
C 2.39648 -0.62911 0.17291
C 1.19327 0.05302 0.27818
C -0.01770 -0.62061 0.15822
C 0.00310 -2.01842 0.01119
C 1.21880 -2.69120 -0.08165
C 2.41329 -2.00737 -0.02473
H 3.34793 -2.54442 -0.08564
H 1.18463 -3.76484 -0.18925
C -1.22775 -2.83203 0.01954
O -1.26486 -4.03062 -0.12865
N -2.36319 -2.09631 0.25630
C -2.41188 -0.74147 0.31390
C -3.57465 -0.03571 0.44795
C -4.89509 -0.65221 0.55884
O -5.01764 -1.87473 0.54392
N -5.92755 0.19486 0.71568
H -5.78973 1.18712 0.58586
C -7.29916 -0.24636 0.69481
H -7.29492 -1.33763 0.71637
H -7.81171 0.14182 1.58000
C -7.99960 0.26795 -0.57547
H -7.49377 -0.16248 -1.44933
C -9.50384 -0.03033 -0.56946
H -9.85771 -0.19543 -1.58704
H -9.74063 -0.90438 0.03227
C -10.09287 1.26304 -0.00858
H -10.05026 1.26282 1.08087
C -9.13216 2.30315 -0.57951
H -9.43523 2.59475 -1.59471
O -7.85839 1.68313 -0.63280
H -9.04618 3.20247 0.03398
H -11.11965 1.43402 -0.32146
S -3.23017 1.67736 0.40321
C -1.51522 1.37934 0.16813
S -0.48822 2.61776 -0.12365
N -1.26501 0.02343 0.20943
H -3.28773 -2.54314 0.32731
H 1.22881 1.11316 0.46058
```

Values from the calculation:
* total charge: 0
* lowest unoccupied orbital energy: -0.01313 Ha
* relative energy (zero: lowest compared OMol25 entry of this formula, charge and spin): 0.115 eV
* DFT total energy: -62137.7178 eV
* Kohn-Sham gap: 7.6 eV
* HOMO: -7.947 eV

Here are the natural (NBO) charges for atoms 1 to 4, given in e: -0.61, 0.66, -0.61, 0.40

***

No. 3
Below is a structure of composition C25H24N6O4RuS8, with properties calculated with ωB97M-V/def2-TZVPD.

Geometry as XYZ:
```
68
Properties=species:S:1:pos:R:3
Ru -0.29501 0.23250 -0.31141
S -2.55109 4.08525 0.72166
S -0.93421 4.32354 1.85578
S -0.05732 2.46224 2.47168
S -1.04128 0.83450 1.75485
O 5.14168 -4.16970 3.16710
C 5.50078 -3.24537 2.24648
O 6.62061 -3.25465 1.80992
C 4.46396 -2.25834 1.82985
C 4.88824 -1.16017 1.08644
C 3.98299 -0.21473 0.64543
C 2.61857 -0.34815 0.93044
C 2.19192 -1.44089 1.68378
C 3.10585 -2.37882 2.12452
N 1.67702 0.56316 0.43585
C 1.98757 1.83701 0.41493
C 1.17154 2.75513 -0.29918
C 1.44588 4.10486 -0.40585
C 0.57356 4.91502 -1.12883
C -0.53593 4.34617 -1.71872
C -0.76965 2.97902 -1.54891
N 0.05638 2.20373 -0.87410
H 4.24523 -4.00225 3.48052
H 5.94076 -1.07365 0.85123
H 4.32909 0.61414 0.03963
H 1.14203 -1.53545 1.92407
H 2.71441 -3.22305 2.68311
H 2.89878 2.19949 0.88369
H 2.31208 4.51748 0.09407
H 0.75490 5.97850 -1.20536
H -1.25409 4.93635 -2.26697
H -1.65055 2.49871 -1.95024
O -3.89281 -0.14060 -2.98104
S -2.50207 -0.44546 -2.65563
N -1.92789 0.21163 -1.46067
C 2.33596 -2.93986 -1.83119
N 2.79013 -1.64560 -2.32540
C 4.16720 -1.53178 -2.77482
C 1.94040 -0.61151 -2.36433
C 2.46468 0.71411 -2.84946
O 0.75422 -0.75042 -2.03247
H 2.18803 -3.63673 -2.65932
H 1.39269 -2.81676 -1.30627
H 3.08609 -3.34339 -1.15073
H 4.65269 -2.49427 -2.63668
H 4.71748 -0.79317 -2.19057
H 4.22797 -1.26858 -3.83213
H 2.83024 0.62836 -3.87439
H 3.29416 1.05980 -2.23064
H 1.65597 1.43726 -2.81174
S -6.28620 -3.63673 0.48163
C -4.81947 -2.87064 0.57501
S -3.31747 -3.67530 0.17990
C -2.42822 -2.19733 0.48004
N -3.18593 -1.22862 0.84181
N -4.51085 -1.59643 0.89461
C -5.40022 -0.53612 1.26306
C -6.56566 -0.78734 1.97299
C -7.37132 0.27977 2.34228
C -7.01216 1.57951 2.01761
C -5.83526 1.81535 1.32110
C -5.02304 0.76186 0.93533
S -0.71675 -2.08643 0.29275
H -6.83671 -1.79943 2.22876
H -8.28091 0.08754 2.89756
H -7.64225 2.40812 2.31605
H -5.52510 2.82510 1.08789
H -4.09231 0.94252 0.41361
```

Values from the calculation:
* total charge: -1
* lowest unoccupied orbital energy (alpha / beta): 0.03590 / 0.03484 Ha
* relative energy (zero: lowest compared OMol25 entry of this formula, charge and spin): 0.961 eV
* DFT total energy: -132713.1343 eV
* 2S+1: 2
* Kohn-Sham gap (alpha / beta): 4.8 / 4.6 eV
* HOMO (alpha / beta): -3.803 / -3.689 eV

Here are the natural (NBO) charges for atoms 1 to 4, given in e: 0.59, -0.51, -0.07, -0.10

***

No. 4
Below is a structure of composition C25H25AlAsN3O3 in a non-equilibrium geometry, with properties calculated with ωB97M-V/def2-TZVPD.

Geometry as XYZ:
```
58
Properties=species:S:1:pos:R:3
Al -0.17892 0.63640 -0.13562
C 4.02966 -0.00905 -0.09202
C 4.49389 0.97357 -1.04938
C 3.57498 1.85558 -1.66513
C 2.20142 1.71152 -1.29626
N 1.77515 0.63285 -0.52937
C 2.68145 -0.06120 0.21007
C 1.10032 2.47587 -1.86090
C 1.18950 3.49488 -2.82537
C 0.01927 3.97907 -3.42577
C -1.22134 3.53475 -2.93284
C -1.26867 2.49963 -1.95316
N -0.11367 1.96434 -1.50265
C -2.45585 1.76563 -1.43989
C -3.70751 1.84949 -2.03447
C -4.63872 0.81280 -1.85540
C -4.32262 -0.17107 -0.90859
C -3.09060 -0.17795 -0.26204
N -2.18108 0.77963 -0.50497
H 4.68889 -0.64856 0.46880
H 5.53362 1.08721 -1.27359
H 3.91030 2.64545 -2.32915
H 2.33546 -0.57835 1.09111
H 2.13017 3.91192 -3.04883
H 0.04870 4.67649 -4.28519
H -2.17019 3.96742 -3.36538
H -3.92303 2.67209 -2.74628
H -5.55214 0.84866 -2.45755
H -5.01068 -0.92104 -0.47617
H -2.88076 -0.82506 0.55899
C -1.70414 -3.75279 -2.29702
As -0.36635 -2.44800 -1.59135
C 1.21931 -3.02205 -2.59516
C -0.10482 -3.49930 0.04822
H -1.55714 -4.74072 -1.84894
H -1.59452 -3.87283 -3.35685
H -2.67646 -3.34388 -2.06746
H 1.62013 -3.96853 -2.16199
H 1.99209 -2.27679 -2.37709
H 1.03318 -3.11003 -3.70428
H -0.17932 -4.52439 -0.18653
H -0.91691 -3.27256 0.73403
H 0.80540 -3.27536 0.58798
O 2.01985 -1.37473 3.29839
C 1.13609 -0.74878 4.13201
C 1.04446 -0.93060 5.50130
C 0.12339 -0.10555 6.19961
C -0.59152 0.93862 5.63542
C -0.52074 1.09253 4.28562
C 0.16005 0.10476 3.51205
C 0.04252 0.28477 2.09978
O 0.06139 1.45529 1.62651
O -0.23746 -0.69739 1.29489
H 2.63826 -1.80520 3.86668
H 1.62732 -1.69952 6.03396
H 0.00176 -0.34463 7.24681
H -1.12143 1.65398 6.27882
H -0.95138 1.90074 3.73159
```

Values from the calculation:
* total charge: +2
* lowest unoccupied orbital energy: -0.27091 Ha
* relative energy (zero: lowest compared OMol25 entry of this formula, charge and spin): 0.110 eV
* DFT total energy: -104369.5388 eV
* Kohn-Sham gap: 6.4 eV
* HOMO: -13.722 eV

Here are the natural (NBO) charges for atoms 1 to 4, given in e: 1.95, -0.21, -0.08, -0.20